[1]
Molecular formula: C6H10FN
Method: DFT, ωB97M-V/def2-TZVPD

Positions of all 18 atoms, in Å:
C1 -3.15973 -0.71557 0.52580
C2 -2.40993 0.11767 -0.17909
F1 -2.90439 1.38989 -0.40855
C3 -0.92644 0.13247 -0.50535
C4 -0.05506 -0.78135 -0.02356
C5 1.23850 -0.72946 -0.74743
N1 2.39584 -0.13424 -0.09347
C6 2.23966 1.22542 0.48663
H1 -3.02009 -1.84508 0.70925
H2 -4.11442 -0.30008 1.00284
H3 -0.57069 0.75662 -1.31105
H4 -0.26100 -1.58749 0.70672
H5 1.38391 -1.74518 -1.16726
H6 1.01274 0.04058 -1.53499
H7 2.49529 -0.87410 0.68234
H8 1.60321 1.94572 -0.27642
H9 1.60775 1.33948 1.58312
H10 3.44485 1.76473 0.55048

Calculated total energy   -389.09139 Eh
HOMO   -9.124 eV
F_max   4.28 eV/Å
E_LUMO   0.54 eV
M   115.151 g/mol
Relative energy (zero: lowest compared OMol25 entry of this formula, charge and spin)   323.6 kJ/mol
SMILES string   C=C(F)/C=C/CNC



[2]
Molecular formula: C6H10FNO2
Method: DFT, ωB97M-V/def2-TZVPD

Positions of all 20 atoms, in Å:
O1 -1.17057 -2.64523 2.40181
C1 -0.56515 -2.21022 1.45517
C2 0.34869 -0.98697 1.44732
F1 0.08514 -0.14652 2.54100
N1 0.31554 -0.36046 0.21461
C3 1.26135 0.68284 0.01804
C4 0.98227 1.54020 -1.31921
O2 -0.39391 1.62761 -1.70397
C5 -1.15003 0.53137 -1.48658
C6 -1.07909 0.13719 -0.06458
H1 -0.49351 -2.67130 0.53981
H2 1.35533 -1.37394 1.67367
H3 2.25988 0.24243 -0.26485
H4 1.42702 1.38052 0.85250
H5 1.30033 2.60251 -1.23580
H6 1.51672 1.07430 -2.30409
H7 -0.76003 -0.38813 -2.05940
H8 -2.28382 0.73092 -1.70059
H9 -1.18955 0.89916 0.65003
H10 -1.76661 -0.66630 0.34512

Calculated total energy   -539.64100 Eh
HOMO   -9.830 eV
F_max   3.64 eV/Å
E_LUMO   0.72 eV
M   147.149 g/mol
Relative energy (zero: lowest compared OMol25 entry of this formula, charge and spin)   223.0 kJ/mol
SMILES string   O=C[C@H](F)N1CCOCC1



[3]
Molecular formula: C6H10IN
Method: DFT, ωB97M-V/def2-TZVPD

Positions of all 18 atoms, in Å:
C1 -0.46225 1.64761 -0.53874
C2 -0.22734 0.94698 0.55273
I1 0.96434 1.83373 2.08749
C3 -0.65831 -0.45957 0.84879
C4 0.54397 -1.40101 0.73989
C5 -1.78580 -0.91931 -0.07289
H1 -0.09953 2.64984 -0.66456
H2 -1.04284 1.24373 -1.34901
H3 -1.02661 -0.49429 1.88193
H4 1.33063 -1.10657 1.43453
H5 0.24370 -2.41738 0.97970
H6 0.95085 -1.38289 -0.26948
H7 -2.62329 -0.22435 -0.03356
H8 -2.13888 -1.89743 0.24413
H9 -1.43630 -1.00076 -1.09934
C6 2.49078 1.02016 -1.57584
N1 2.35558 -0.04609 -1.95308
H10 2.62130 2.00759 -1.21268

Calculated total energy   -587.02056 Eh
HOMO   -9.224 eV
F_max   0.70 eV/Å
E_LUMO   0.49 eV
M   223.057 g/mol
Relative energy (zero: lowest compared OMol25 entry of this formula, charge and spin)   36.4 kJ/mol
SMILES string   C=C(I)C(C)C.C#N



Q: What is the formula in the third record?
A: C6H10IN